Record 1
{
  "formula": "C3H10O2",
  "method": "the ωB97M-V functional and the def2-TZVPD basis",
  "total_charge": 0,
  "de_lowest_kcal_mol": 17.0,
  "multiplicity": 1,
  "smiles": "C=CC.O.O",
  "homo_ev": -10.378,
  "species": ["C", "C", "C", "H", "H", "H", "H", "H", "H", "H", "H", "O", "H", "H", "O"],
  "coordinates": [[0.157343, -1.731407, -1.299748], [0.908514, -1.000207, -0.232200], [0.365293, -0.588608, 0.905964], [-0.929923, -1.635505, -1.222073], [0.397325, -1.412145, -2.312128], [0.407627, -2.797675, -1.221969], [1.961179, -0.873633, -0.447628], [0.838683, -0.047751, 1.713660], [-0.695358, -0.796464, 1.085717], [0.222988, 2.284444, 2.699953], [0.128704, 2.274013, 1.194426], [0.197235, 2.891551, 1.952953], [-0.574191, 0.897063, -0.922006], [-2.037411, 1.179409, -0.623497], [-1.348011, 1.356916, -1.271418]],
  "forces_ev_per_angstrom": [[-0.38, -0.50, -0.02], [0.00, 0.08, -0.13], [-0.86, -0.01, 0.09], [0.15, -0.01, 0.28], [0.30, 0.11, 0.04], [-0.06, 0.12, -0.17], [0.17, 0.23, 0.20], [0.49, -0.15, -0.17], [0.23, 0.08, -0.11], [0.01, 0.17, 0.16], [0.03, 0.70, 0.42], [-0.07, -0.85, -0.60], [-0.04, -0.02, -0.03], [-0.03, 0.05, -0.04], [0.06, -0.01, 0.09]],
  "lowdin_charge": [-0.118, -0.242, -0.034, 0.074, 0.076, 0.081, 0.099, 0.048, 0.072, 0.025, 0.018, -0.067, -0.014, 0.039, -0.057]
}


Record 2
{
  "formula": "C3H10O2S",
  "method": "the ωB97M-V functional and the def2-TZVPD basis",
  "total_charge": 0,
  "de_lowest_kcal_mol": 13.5,
  "multiplicity": 1,
  "smiles": "OCCCS.O",
  "homo_ev": -8.945,
  "species": ["C", "O", "C", "C", "S", "H", "H", "H", "H", "H", "H", "H", "H", "H", "H", "O"],
  "coordinates": [[-1.366498, 0.282964, 0.225784], [-2.052053, -0.185623, 1.416069], [0.126455, -0.065203, 0.214605], [0.976186, 1.130812, -0.226888], [1.544413, 0.861242, -1.944631], [-1.939299, -0.187155, -0.542423], [-1.541253, 1.360673, 0.221362], [-1.596522, 0.161505, 2.186635], [0.367660, -0.215781, 1.266539], [0.341158, -0.994320, -0.290155], [1.873446, 1.286697, 0.379697], [0.526984, 2.108555, -0.037061], [0.909467, 1.775935, -2.690013], [-1.342808, -2.124036, 1.654911], [-0.086600, -3.054492, 2.208778], [-0.426428, -2.402912, 1.588502]],
  "forces_ev_per_angstrom": [[-0.36, -0.08, 1.17], [0.02, -0.29, -0.22], [-0.32, 1.53, 1.16], [0.46, 0.13, -0.31], [0.36, 0.12, -0.20], [-0.16, -0.12, -0.84], [0.25, 0.07, -0.44], [0.10, 0.08, 0.07], [0.10, -0.26, 0.03], [0.16, 0.01, -0.22], [0.19, -0.77, -0.19], [-0.60, -0.18, -0.60], [-0.20, 0.15, 0.38], [-0.18, -0.28, 0.66], [-0.94, 0.09, 0.11], [1.12, -0.20, -0.55]],
  "lowdin_charge": [-0.221, -0.107, -0.280, -0.553, 0.693, 0.112, 0.111, 0.083, 0.095, 0.087, 0.060, 0.074, -0.168, 0.026, 0.047, -0.059]
}


Record 3
{
  "formula": "C3H10O2S2",
  "method": "the ωB97M-V functional and the def2-TZVPD basis",
  "total_charge": 0,
  "de_lowest_kcal_mol": 26.0,
  "multiplicity": 1,
  "smiles": "OCCCSS.O",
  "homo_ev": -9.260,
  "species": ["C", "C", "O", "C", "S", "S", "H", "H", "H", "H", "H", "H", "H", "H", "H", "H", "O"],
  "coordinates": [[-0.076272, 0.834714, -1.721427], [-1.457079, 0.205319, -1.428583], [-1.841098, -0.495122, -2.696236], [1.094295, 0.679647, -0.627609], [0.206033, 1.106300, 0.856021], [1.649781, 0.366622, 2.234210], [-0.342003, 1.889570, -1.906362], [0.268564, 0.226522, -2.586074], [-1.510800, -0.584476, -0.668981], [-2.191216, 0.933772, -1.088526], [-1.914512, -1.388430, -2.389571], [1.787014, 1.501104, -0.834634], [1.495918, -0.366535, -0.689953], [1.520493, -0.938259, 2.114852], [-1.941653, -2.966855, -0.057443], [-0.736342, -2.442518, 0.631248], [-1.095671, -3.223467, 0.283419]],
  "forces_ev_per_angstrom": [[0.32, -0.91, 0.46], [0.19, -1.56, -0.91], [-0.12, 1.53, 1.40], [-2.08, 0.47, -1.82], [1.28, -1.24, 1.65], [-0.30, 1.51, 0.05], [0.94, -0.35, -0.40], [-0.16, 1.19, 0.12], [0.61, 0.30, 0.11], [-0.19, 0.12, -0.56], [-0.21, -0.82, -0.29], [0.42, -0.75, 0.02], [-0.23, 1.19, 0.39], [-0.44, -0.70, -0.27], [-0.77, 0.07, -0.22], [0.86, 1.71, 0.86], [-0.12, -1.74, -0.60]],
  "lowdin_charge": [-0.251, -0.266, -0.091, -0.565, 0.466, 0.336, 0.110, 0.117, 0.070, 0.105, 0.048, 0.066, 0.093, -0.231, 0.023, -0.012, -0.017]
}


Number 1: total energy -270.744680 a.u.. Number 2: total energy -668.928803 a.u.. Number 3: total energy -1067.104986 a.u..